#A
{"formula": "C3H11NOS", "method": "the ωB97M-V functional and the def2-TZVPD basis", "multiplicity": 2, "lumo_ha": [-0.138, -0.328], "total_charge": 1, "gap_ev": [11.05, 4.78], "s_squared": 0.75, "symbols": ["C", "C", "C", "S", "N", "H", "H", "H", "H", "H", "H", "H", "H", "H", "H", "H", "O"], "coordinates": [[0.344, -2.211, 0.310], [0.742, -0.772, 0.071], [-0.106, -0.168, -1.070], [0.420, 1.442, -1.599], [0.571, -0.054, 1.324], [0.301, -2.767, -0.626], [1.089, -2.668, 0.943], [-0.628, -2.203, 0.786], [1.792, -0.707, -0.226], [-1.171, -0.180, -0.839], [0.045, -0.808, -1.962], [-0.696, 1.699, -2.313], [0.827, 0.927, 1.286], [-0.395, -0.125, 1.627], [-0.972, 3.605, 0.448], [-1.380, 2.135, 0.803], [-0.782, 2.856, 1.037]]}

=====

#B
{"formula": "C3H11NOS", "method": "the ωB97M-V functional and the def2-TZVPD basis", "multiplicity": 2, "lumo_ha": [-0.135, -0.334], "total_charge": 1, "gap_ev": [10.38, 4.08], "s_squared": 0.76, "symbols": ["C", "C", "S", "H", "H", "H", "H", "H", "H", "N", "C", "O", "H", "H", "H", "H", "H"], "coordinates": [[2.079, 0.165, 2.207], [1.133, -1.030, 2.138], [-0.048, -0.714, 0.825], [2.631, 0.310, 1.277], [1.556, 1.130, 2.268], [2.770, 0.141, 3.043], [0.626, -1.323, 3.041], [1.727, -1.888, 1.819], [-0.896, -0.029, 1.611], [-1.512, 1.252, -1.869], [-1.224, 0.086, -2.674], [-1.974, -0.986, -2.152], [-2.463, 1.591, -1.950], [-0.821, 1.981, -1.990], [-0.155, -0.121, -2.654], [-1.504, 0.216, -3.726], [-1.924, -0.780, -1.213]]}

=====

Relative energies, unit kcal/mol: #A 0.0; #B 11.9

=====

#A
{"formula": "C7H15N2", "method": "the ωB97M-V functional and the def2-TZVPD basis", "lumo_ha": -0.110, "smiles": "CN1CC[C@]12CC[N@H+]2C", "total_charge": 1, "gap_ev": 9.86, "symbols": ["C", "C", "C", "C", "C", "C", "C", "N", "N", "H", "H", "H", "H", "H", "H", "H", "H", "H", "H", "H", "H", "H", "H", "H"], "coordinates": [[0.318, -1.434, -0.941], [-0.240, -0.454, 1.557], [-0.954, -1.063, -1.765], [0.482, 0.891, 1.799], [0.094, -0.341, 0.137], [-2.400, 0.561, -0.687], [2.454, 0.826, 0.173], [-1.077, 0.235, -1.087], [0.992, 0.875, 0.392], [0.374, -2.460, -0.624], [1.313, -1.518, -1.451], [0.314, -1.214, 1.951], [-1.347, -0.455, 1.879], [-0.642, -0.906, -2.787], [-1.737, -1.738, -1.549], [-0.188, 1.716, 1.944], [1.131, 1.022, 2.531], [-2.844, 1.068, -1.672], [-3.110, -0.273, -0.361], [-2.351, 1.316, 0.282], [2.726, -0.170, -0.133], [2.909, 1.455, -0.524], [2.966, 1.063, 1.086], [0.677, 1.765, -0.174]]}

=====

#B
{"formula": "C7H15N2", "method": "the ωB97M-V functional and the def2-TZVPD basis", "lumo_ha": [-0.138, -0.159], "total_charge": 1, "gap_ev": [9.83, 7.91], "symbols": ["C", "C", "C", "C", "C", "C", "C", "N", "N", "H", "H", "H", "H", "H", "H", "H", "H", "H", "H", "H", "H", "H", "H", "H"], "coordinates": [[-1.900, 0.364, -0.130], [-0.924, -0.803, 0.122], [1.113, 0.650, 0.029], [-3.341, -0.050, 0.052], [1.244, 0.872, 1.480], [1.905, 1.427, -0.939], [1.277, -1.729, -0.383], [-1.518, 1.490, -0.431], [0.413, -0.524, -0.474], [-0.828, -0.942, 1.202], [-1.316, -1.726, -0.314], [-3.645, -0.687, -0.779], [-3.971, 0.835, 0.067], [-3.458, -0.599, 0.983], [0.983, 0.001, 2.078], [0.600, 1.695, 1.806], [2.264, 1.175, 1.722], [1.718, 2.494, -0.802], [1.677, 1.177, -1.973], [2.979, 1.290, -0.770], [1.474, -1.960, 0.662], [0.793, -2.584, -0.852], [2.222, -1.541, -0.888], [0.240, -0.324, -1.468]]}

=====

Relative energies, unit kcal/mol: #A 23.0; #B 0.0